[1]
12
Properties=species:S:1:pos:R:3:forces:R:3:mulliken_charge:R:1 method="wB97M-V/def2-TZVPD" relative_energy_kcal_mol=125.41 homo_lumo_gap_ev=10.9
O -1.38976 -1.61245 0.51796 0.08 0.50 0.10 -0.52
N -1.71003 -0.52874 0.07411 0.08 -0.25 0.43 0.83
O -2.75102 -0.26584 -0.46504 -0.21 0.38 -0.05 -0.53
C -0.59175 0.54808 0.05239 2.07 -0.77 2.05 0.94
F -1.08611 1.71760 -0.25890 -0.56 0.22 -0.28 -0.25
C 0.58923 -0.02235 -0.68789 0.56 0.91 -0.41 -0.96
C 1.36025 0.06366 0.65562 2.79 -0.48 -1.26 -0.30
O 0.21473 0.64028 1.29008 -1.71 -0.38 -1.25 -0.40
H 0.85806 0.50283 -1.59684 0.66 1.46 0.51 0.33
H 0.45885 -0.90432 -1.22058 -0.65 -2.49 0.22 0.36
H 1.77905 -0.94481 1.13184 -1.29 2.18 -0.96 0.25
H 2.26850 0.80605 0.50725 -1.82 -1.29 0.90 0.24

[2]
11
Properties=species:S:1:pos:R:3:forces:R:3:mulliken_charge:R:1 method="wB97M-V/def2-TZVPD" relative_energy_kcal_mol=75.07 homo_lumo_gap_ev=9.0
O 2.57626 -0.38748 -0.07257 4.07 2.02 0.58 -0.42
C 1.58567 -0.89250 -0.37645 -4.31 -4.70 -0.12 -0.07
C 0.25261 -0.37268 -0.18068 -0.75 2.85 0.52 0.82
C -0.05076 0.96901 0.39383 2.80 0.66 2.34 -0.57
F -0.57829 1.65090 -0.73257 -0.16 0.50 1.67 -0.27
N -0.76277 -1.08303 -0.42201 2.00 -2.19 -0.56 -0.43
S -2.25515 -0.69962 -0.07507 -2.90 -1.15 -0.02 -0.11
H 1.33731 -2.01158 -0.56516 1.50 0.74 -0.54 0.26
H 0.94369 1.59886 0.91361 -3.06 -1.80 -1.92 0.24
H -0.77570 0.62908 1.29410 0.97 1.85 -2.01 0.37
H -2.27287 0.59904 -0.17703 -0.15 1.22 0.07 0.18

[3]
10
Properties=species:S:1:pos:R:3:forces:R:3:mulliken_charge:R:1 method="wB97M-V/def2-TZVPD" relative_energy_kcal_mol=108.33 homo_lumo_gap_ev=6.6
C 0.89675 -0.43790 0.33692 -1.76 6.35 -1.47 -0.09
C -0.46815 -0.64807 0.21894 2.01 -1.90 0.71 0.29
C -1.69100 0.03198 -0.08527 -1.38 0.96 -2.74 -0.45
H 1.01002 1.39934 -0.92600 0.66 -2.37 2.35 0.26
H 2.32478 1.39748 0.20504 -2.37 -2.81 -0.37 0.24
H 1.49607 -1.02487 0.93282 1.27 -1.59 0.70 0.40
H -1.79172 1.44771 0.38350 0.24 -4.65 -1.68 0.28
N 1.47457 0.77441 -0.14523 0.46 2.64 -1.16 -0.47
F -0.49665 -2.04778 0.40186 -1.51 0.36 -0.19 -0.27
S -2.75467 -0.89231 -1.32259 2.38 3.01 3.85 -0.19

[4]
10
Properties=species:S:1:pos:R:3:forces:R:3:mulliken_charge:R:1 method="wB97M-V/def2-TZVPD" relative_energy_kcal_mol=31.42 homo_lumo_gap_ev=9.4
F 3.25782 0.72514 -0.00830 0.16 0.08 -0.04 -0.24
C 2.21978 -0.10732 -0.11076 -1.54 0.40 0.02 -0.16
C 0.97133 0.36953 0.08969 0.76 0.64 0.10 -0.11
N -0.13343 -0.43934 0.06287 -0.05 -0.79 -0.09 -0.41
C -1.38242 -0.37617 0.06572 -0.61 -0.06 -0.07 -0.01
S -2.74484 0.89298 -0.04131 1.65 0.16 0.09 -0.18
H 2.49706 -1.10724 -0.40925 -0.09 -0.10 0.10 0.36
H 0.87220 1.41773 0.36392 0.07 0.10 -0.06 0.32
H -1.88160 -1.33425 0.14672 -0.18 -0.15 -0.07 0.31
H -3.67588 -0.04106 -0.15931 -0.17 -0.29 0.01 0.14

[5]
11
Properties=species:S:1:pos:R:3:forces:R:3:mulliken_charge:R:1 method="wB97M-V/def2-TZVPD" relative_energy_kcal_mol=73.94 homo_lumo_gap_ev=9.1
F -3.25967 -0.44153 -0.56626 3.66 -0.40 2.03 -0.24
C -2.03480 -0.78153 0.15728 0.73 0.02 0.49 -0.23
C -0.81762 -0.16596 0.27168 0.22 -1.49 -0.57 -0.10
S -0.48724 1.40244 -0.45913 0.03 -1.56 -0.38 -0.04
C 1.21392 1.40619 -0.08599 2.56 2.16 2.64 0.08
N 2.25863 0.63593 0.11820 -2.75 1.47 -1.28 -0.35
S 2.40628 -0.94698 -0.46300 1.00 0.16 0.59 -0.11
H -2.04640 -1.64046 0.83830 -1.25 -0.08 -0.84 0.29
H 0.26589 -0.75081 0.76398 -4.16 1.77 -1.10 0.25
H 1.28035 2.48242 0.36962 0.99 -1.85 -0.94 0.28
H 1.22066 -1.19970 -0.94468 -1.03 -0.20 -0.65 0.15

[6]
11
Properties=species:S:1:pos:R:3:forces:R:3:mulliken_charge:R:1 method="wB97M-V/def2-TZVPD" charge=-1 relative_energy_kcal_mol=13.61 homo_lumo_gap_ev=7.9
O -2.89889 0.55455 0.23925 0.10 0.52 -0.08 -0.73
C -1.78353 0.46705 -0.29729 -1.38 -1.60 -0.80 0.64
O -1.48160 0.02659 -1.42623 0.30 0.21 0.22 -0.70
O -0.72944 0.81808 0.53894 1.19 0.40 1.41 -0.35
C 0.27879 -0.14356 0.77020 -0.71 0.59 -0.41 -0.40
C 1.25771 -0.22975 -0.37450 1.68 -0.54 -0.02 -0.20
F 1.46152 1.02352 -0.95793 0.01 -0.56 0.09 -0.29
H -0.16425 -1.13855 0.91951 0.09 0.02 0.09 0.28
H 0.80199 0.16300 1.68704 -0.20 0.00 -0.18 0.28
H 2.26466 -0.55414 0.02382 -0.75 0.30 -0.22 0.26
H 0.99304 -0.98680 -1.12280 -0.34 0.68 -0.10 0.21

[7]
13
Properties=species:S:1:pos:R:3:forces:R:3:mulliken_charge:R:1 method="wB97M-V/def2-TZVPD" charge=-2 relative_energy_kcal_mol=0.00 homo_lumo_gap_ev=6.6
C -0.32725 -0.62173 0.43455 1.46 -2.03 -0.29 0.83
C 0.84446 -1.39878 -0.46603 -0.14 -0.67 1.24 -1.30
C 0.17142 0.80690 0.83591 -0.99 0.52 0.12 -0.13
O -0.31287 1.77675 -1.82263 0.29 -0.18 -0.21 -0.78
O -1.96106 2.38117 -0.00710 -1.90 1.09 0.84 -0.76
O -0.83208 -1.37963 1.32533 0.10 -0.70 1.47 -0.93
O -1.43422 -0.19393 -0.50131 0.57 2.09 -0.62 -0.44
F 1.56516 1.08163 0.82999 -0.21 -0.22 -0.30 -0.35
P -0.99028 1.42219 -0.53412 1.90 -1.67 -0.26 0.70
H 0.71350 -2.51465 -0.49448 -0.87 0.89 0.00 0.35
H 1.86820 -1.39400 -0.02188 -0.56 0.84 -0.08 0.25
H 0.85826 -1.01675 -1.46326 0.23 0.37 -0.79 0.33
H -0.16324 1.05083 1.88504 0.13 -0.33 -1.11 0.24

[8]
11
Properties=species:S:1:pos:R:3:forces:R:3:mulliken_charge:R:1 method="wB97M-V/def2-TZVPD" charge=+3 relative_energy_kcal_mol=134.90 multiplicity=8 homo_lumo_gap_ev="7.2 / 5.8"
O 0.49388 1.32031 -1.74644 -0.32 0.47 -0.37 -0.27
C 0.43663 0.15867 -1.91165 1.13 -1.07 2.51 0.71
C 0.27533 -0.98260 -1.01311 0.04 0.49 -2.60 -0.66
H 1.47639 -0.76014 -1.87241 -1.05 -0.15 -1.27 0.49
H 0.59770 -1.96843 -1.37301 1.38 -1.14 0.51 0.46
H -0.76845 -1.32319 -0.93828 -0.92 0.11 -0.66 0.33
Gd 0.10373 2.41013 0.87195 -0.08 0.18 -0.20 1.76
O 0.09356 0.11067 0.69052 0.46 -0.91 3.17 -0.40
C -0.29748 -0.32840 1.85173 -0.16 2.57 -2.97 0.53
O -0.85944 0.77634 2.39651 -0.17 -0.48 0.70 -0.39
H -1.55186 0.58664 3.04419 -0.32 -0.08 1.17 0.43

Listing energy for the structures above in their given order: -13521.202 -20262.848 -18213.301 -18216.636 -29049.836 -12037.028 -23372.713 -30109.409 eV.